No. 1
C37H39N2O3Zr as an isolated structure in a non-equilibrium geometry. Source: OMol25; level of theory: wB97M-V/def2-TZVPD.

Output
Kohn-Sham gap ... 6.39 eV
Net charge ... +1
HOMO ... -10.2390 eV
Relative energy (zero: lowest compared OMol25 entry of this formula, charge and spin) ... 0.0 kJ/mol

Geometry as XYZ:
```
82
C37H39N2O3Zr | OMol25 | wB97M-V/def2-TZVPD
C -0.217 -1.450 1.946
C -1.450 -1.145 1.302
C -1.405 -1.671 -0.023
H -2.310 -0.700 1.795
C -0.157 -2.352 -0.186
C 0.564 -2.238 1.043
H 0.118 -2.966 -1.040
C 0.232 2.445 0.715
C -0.871 1.734 1.275
C -1.727 1.341 0.196
H -1.084 1.649 2.341
C -1.135 1.771 -1.033
C 0.084 2.446 -0.703
H -2.233 -1.702 -0.728
H 1.484 -2.762 1.296
H -0.001 -1.270 2.997
H 0.721 2.948 -1.432
H -2.732 0.924 0.279
H 0.983 2.992 1.286
Zr 0.391 0.034 0.101
C -1.727 1.638 -2.425
C -1.345 2.864 -3.267
C -3.255 1.508 -2.371
H -1.747 3.770 -2.791
H -1.775 2.755 -4.268
H -0.256 2.961 -3.363
H -3.678 2.378 -1.852
H -3.574 0.591 -1.856
H -3.647 1.484 -3.395
C -1.132 0.330 -3.026
C -1.496 0.029 -4.485
H -1.474 -0.529 -2.418
H -0.022 0.344 -2.976
O -1.917 0.861 -5.286
N -1.332 -1.265 -4.898
C -0.965 -2.436 -4.104
H -1.473 -1.401 -5.892
C -2.139 -3.097 -3.399
C -1.911 -4.273 -2.675
H -0.906 -4.706 -2.686
C -2.943 -4.867 -1.947
H -2.735 -5.759 -1.353
C -4.228 -4.315 -1.983
H -5.035 -4.785 -1.425
C -4.475 -3.169 -2.740
H -5.473 -2.732 -2.789
C -3.431 -2.561 -3.453
H -3.625 -1.674 -4.061
H -0.195 -2.166 -3.358
H -0.494 -3.159 -4.786
C 2.494 -2.403 5.336
C 2.027 -1.023 4.965
C 0.792 -0.588 5.442
C 0.283 0.663 5.096
C 1.031 1.497 4.281
C 2.284 1.080 3.809
N 2.946 2.004 3.010
C 4.105 1.898 2.208
C 5.246 2.590 2.618
C 6.414 2.553 1.866
C 6.451 1.834 0.666
C 5.308 1.193 0.193
C 4.134 1.241 0.950
C 2.906 0.631 0.473
O 2.440 0.727 -0.721
O 2.127 0.030 1.333
C 2.803 -0.190 4.142
C 4.102 -0.661 3.591
H 2.617 -3.048 4.455
H 3.445 -2.379 5.882
H 1.748 -2.873 5.987
H 0.224 -1.251 6.099
H -0.685 0.995 5.467
H 0.667 2.482 3.975
H 2.627 2.964 3.113
H 5.189 3.155 3.551
H 7.286 3.098 2.226
H 7.378 1.799 0.091
H 5.297 0.633 -0.743
H 4.050 -0.752 2.500
H 4.934 0.006 3.847
H 4.341 -1.653 3.984
```

***

No. 2
C4H6N3S as an isolated structure in a non-equilibrium geometry. Source: OMol25; level of theory: wB97M-V/def2-TZVPD.

Output
Kohn-Sham gap ... 9.80 eV
Net charge ... +1
HOMO ... -13.7646 eV
Relative energy (zero: lowest compared OMol25 entry of this formula, charge and spin) ... 293.2 kJ/mol

Geometry as XYZ:
```
14
C4H6N3S | OMol25 | wB97M-V/def2-TZVPD
C 1.281 -3.252 -0.830
C 1.083 -1.876 -0.811
C -0.752 0.977 0.469
C -0.815 3.483 1.085
N 0.153 -3.857 -0.728
N -0.898 2.098 0.716
N -0.163 -1.484 -0.654
S -1.103 -2.814 -0.623
H 2.142 -3.845 -0.981
H 1.784 -1.045 -0.940
H -0.616 -0.033 -0.030
H -1.436 4.209 0.474
H 0.232 3.686 0.750
H -0.892 3.753 2.104
```

***

No. 3
One molecule with the formula C3H2INO2 in a non-equilibrium geometry. Source: OMol25; level of theory: wB97M-V/def2-TZVPD.

Output
Kohn-Sham gap ... 9.05 eV
Net charge ... 0
HOMO ... -9.1057 eV
SMILES string ... O=c1cc(I)o[nH]1
Relative energy (zero: lowest compared OMol25 entry of this formula, charge and spin) ... 231.0 kJ/mol

Geometry as XYZ:
```
9
C3H2INO2 | OMol25 | wB97M-V/def2-TZVPD
O 2.213 0.684 0.054
C 1.091 0.241 0.027
C -0.197 0.993 0.017
C -1.241 0.195 0.002
I -3.269 0.141 -0.033
O -0.561 -1.395 -0.003
N 0.763 -1.074 0.032
H -0.194 2.064 0.017
H 1.396 -1.848 -0.112
```

***

What DFT total energy values result from the calculations? In sequence: -1815.5250, -718.1436, -618.3398 Ha.